1.
The following is a quantum chemistry calculation of C3H3NO4 as an isolated structure, from OMol25.

```
11
Properties=species:S:1:pos:R:3:nbo_charge:R:1
C -0.148 1.521 -0.305 -0.14
C -0.052 -0.056 -0.265 0.52
C 0.997 -1.939 0.112 0.93
H -2.326 0.466 0.165 0.47
H 0.523 1.894 0.757 0.22
H 0.625 2.214 -1.300 0.21
N -0.819 -0.617 0.739 -0.22
O -1.598 1.917 -0.277 -0.69
O -0.126 -2.053 0.861 -0.35
O 1.952 -2.736 0.046 -0.52
O 0.971 -0.612 -0.532 -0.43
```

## Properties
Lowest unoccupied orbital energy: -1.3 eV
ΔE to the lowest compared entry with this formula, charge and spin: 216.25 kcal/mol
Orbital gap: 0.3325 Ha
Net charge: 0

***

2.
The following is a quantum chemistry calculation of a single C7H10 molecule, from OMol25.

```
17
Properties=species:S:1:pos:R:3:nbo_charge:R:1
C -1.817 -1.096 -0.493 -0.40
C -1.900 1.186 -0.051 -0.39
C -2.300 -0.099 0.525 -0.13
C -0.878 -0.016 0.041 -0.11
C 0.423 0.006 0.172 0.16
C 1.235 -1.249 0.226 -0.65
C 1.188 1.203 0.529 -0.66
H -1.671 -2.092 -0.086 0.21
H -2.102 -1.092 -1.535 0.20
H -2.014 1.575 -1.038 0.19
H -1.730 2.058 0.564 0.20
H 0.565 -1.850 0.771 0.23
H 2.267 -1.118 0.562 0.23
H 1.385 -1.647 -0.845 0.23
H 1.147 1.410 1.666 0.24
H 0.724 2.020 0.041 0.22
H 2.177 1.320 0.162 0.22
```

## Properties
Lowest unoccupied orbital energy (alpha / beta): 0.3 / 0.3 eV
ΔE to the lowest compared entry with this formula, charge and spin: 129.41 kcal/mol
Orbital gap (alpha / beta): 0.2869 / 0.2869 Ha
Net charge: 0

***

3.
The following is a quantum chemistry calculation of a single C8H9N3S molecule, from OMol25.

```
21
Properties=species:S:1:pos:R:3:nbo_charge:R:1
N -1.049 -2.178 -1.860 -0.64
N -0.228 -1.243 -2.452 -0.33
C 0.473 -0.201 -1.873 0.13
C 0.449 0.523 -0.641 -0.23
C 1.263 1.684 -0.560 -0.13
C 1.389 2.342 0.621 -0.29
C 0.625 2.154 1.798 -0.10
C -0.145 1.009 1.836 -0.28
C -0.148 0.185 0.719 0.30
N -0.922 -0.929 0.707 -0.60
C -1.395 -1.753 1.621 -0.04
S -0.775 -2.128 3.153 -0.26
H -0.719 -3.190 -2.025 0.36
H -1.114 -1.972 -0.853 0.41
H 0.011 -1.496 -3.435 0.41
H 0.760 0.499 -2.709 0.21
H 1.983 2.019 -1.397 0.22
H 2.007 3.164 0.592 0.21
H 0.541 2.920 2.536 0.22
H -0.633 0.684 2.772 0.26
H -2.372 -2.093 1.451 0.18
```

## Properties
Lowest unoccupied orbital energy (alpha / beta): -1.2 / -1.2 eV
ΔE to the lowest compared entry with this formula, charge and spin: 87.78 kcal/mol
Orbital gap (alpha / beta): 0.2262 / 0.2263 Ha
Net charge: 0
SMILES: NN/C=C1/C=CC=C/C1=N\C=S

***

4.
The following is a quantum chemistry calculation of C3H8N2 as an isolated structure, from OMol25.

```
13
Properties=species:S:1:pos:R:3:nbo_charge:R:1
C 1.025 0.128 -0.787 -0.36
C 0.596 -0.935 0.311 0.05
C -2.530 0.322 0.330 -0.89
N 2.249 0.244 -0.073 -0.45
N 1.865 -0.871 0.654 -0.40
H 0.837 -0.204 -1.787 0.22
H 0.373 0.961 -0.576 0.21
H -2.094 1.080 1.050 0.21
H -1.718 -0.398 -0.198 0.24
H -2.752 0.891 -0.584 0.20
H -3.411 -0.140 0.878 0.22
H 3.237 0.249 -0.569 0.35
H 2.323 -1.328 1.350 0.39
```

## Properties
Lowest unoccupied orbital energy: 1.0 eV
ΔE to the lowest compared entry with this formula, charge and spin: 144.52 kcal/mol
Orbital gap: 0.3501 Ha
Net charge: 0

***

5.
The following is a quantum chemistry calculation of a 4-piece molecular cluster, C31H64Cl4FO14P3S overall, from OMol25.

```
118
Properties=species:S:1:pos:R:3:mulliken_charge:R:1
C 0.496 0.777 -1.056 -0.79
C 1.031 -0.052 -2.250 0.40
Cl 2.411 -1.074 -1.597 -0.19
C 0.030 -1.067 -2.877 -0.50
Cl -0.836 -2.058 -1.632 -0.06
C -0.928 -0.480 -3.947 0.25
C -1.688 -1.454 -4.910 -0.72
C -0.954 -2.796 -5.245 -0.71
C -1.475 -3.921 -4.290 -0.16
F -1.826 -5.080 -4.995 -0.37
O -0.076 0.284 -4.858 -0.28
C -0.276 1.618 -5.006 -0.10
O 0.321 2.310 -5.695 -0.50
C -1.496 1.979 -4.096 1.38
Cl -2.817 2.552 -5.251 -0.17
Cl -1.371 3.356 -2.964 -0.09
C -2.008 0.605 -3.560 -0.40
C -2.769 0.565 -2.212 -0.73
C -3.792 -0.629 -2.139 -0.26
C -5.199 -0.259 -2.692 -0.63
S -6.061 -1.830 -3.179 -0.25
H -0.182 0.233 -0.381 0.02
H 1.377 1.059 -0.445 0.56
H 0.067 1.725 -1.422 0.00
H 1.496 0.614 -2.992 0.20
H 0.660 -1.805 -3.409 0.64
H -2.713 -1.705 -4.590 0.21
H -1.788 -0.907 -5.871 0.44
H -1.186 -3.149 -6.271 0.50
H 0.149 -2.717 -5.207 0.31
H -0.690 -4.159 -3.543 0.25
H -2.366 -3.623 -3.709 0.09
H -2.826 0.404 -4.278 0.45
H -3.376 1.485 -2.086 0.43
H -2.134 0.471 -1.318 -0.33
H -3.370 -1.546 -2.579 -0.16
H -3.925 -0.862 -1.060 0.42
H -5.854 0.232 -1.956 0.42
H -5.056 0.386 -3.579 0.26
H -5.814 -1.973 -4.510 0.12
C -3.043 4.450 2.674 -1.07
C -2.280 3.261 2.117 -0.12
O -2.346 2.132 2.982 -0.39
P -3.764 1.294 3.074 1.11
O -3.664 0.589 1.746 -0.74
O -3.260 0.062 4.050 -0.24
C -3.400 -1.296 3.633 -0.44
C -2.119 -1.793 2.996 -0.70
O -4.118 2.164 4.472 -0.29
C -5.512 2.289 4.815 -0.33
C -6.146 0.948 5.138 -1.01
H -4.119 4.252 2.693 0.20
H -2.873 5.339 2.064 0.44
H -2.735 4.660 3.699 0.25
H -2.655 2.991 1.124 0.09
H -1.225 3.519 2.015 0.36
H -4.253 -1.412 2.963 0.37
H -3.619 -1.891 4.524 0.40
H -1.758 -1.108 2.227 0.02
H -2.269 -2.776 2.545 0.39
H -1.327 -1.871 3.743 0.13
H -6.043 2.777 3.992 0.30
H -5.569 2.946 5.683 0.36
H -6.184 0.305 4.253 0.28
H -7.167 1.084 5.498 0.43
H -5.568 0.420 5.896 0.20
C 0.081 -0.055 6.908 -0.88
C -0.921 -0.615 7.901 -0.30
O -0.788 -2.026 8.053 -0.30
P 0.501 -2.604 8.888 1.05
O 0.112 -2.264 10.297 -0.79
O 0.117 -4.207 8.895 -0.35
C 0.016 -4.929 10.120 -0.35
C -1.422 -4.989 10.596 -1.15
O 1.336 -2.881 7.457 -0.24
C 2.772 -2.909 7.548 -0.34
C 3.272 -4.058 8.404 -1.05
H 1.102 -0.139 7.292 0.31
H -0.120 0.999 6.708 0.42
H 0.043 -0.606 5.968 0.11
H -0.816 -0.124 8.875 0.29
H -1.934 -0.429 7.542 0.27
H 0.671 -4.500 10.880 0.37
H 0.379 -5.942 9.928 0.37
H -1.886 -4.002 10.607 0.29
H -1.479 -5.413 11.600 0.36
H -2.017 -5.609 9.922 0.29
H 3.126 -1.952 7.944 0.31
H 3.154 -3.009 6.532 0.36
H 2.977 -3.929 9.451 0.30
H 4.360 -4.119 8.366 0.42
H 2.849 -5.004 8.065 0.25
C 9.030 2.046 -7.329 -0.92
C 8.020 0.931 -7.539 -0.35
O 6.820 1.156 -6.806 -0.34
P 5.786 2.317 -7.337 1.09
O 5.191 1.646 -8.541 -0.78
O 4.552 2.082 -6.274 -0.38
C 3.224 1.821 -6.736 -0.16
C 2.950 0.330 -6.773 -0.99
O 6.426 3.421 -6.243 -0.31
C 6.278 4.812 -6.580 -0.29
C 4.823 5.244 -6.615 -1.08
H 8.677 2.983 -7.770 0.21
H 9.986 1.794 -7.793 0.41
H 9.189 2.228 -6.266 0.24
H 7.790 0.812 -8.603 0.28
H 8.437 -0.011 -7.182 0.33
H 3.053 2.285 -7.708 0.33
H 2.540 2.298 -6.038 0.26
H 3.735 -0.213 -7.301 0.46
H 1.995 0.126 -7.260 0.28
H 2.916 -0.073 -5.758 0.14
H 6.759 5.002 -7.545 0.30
H 6.817 5.383 -5.824 0.36
H 4.284 4.752 -7.430 0.30
H 4.747 6.322 -6.764 0.44
H 4.319 4.976 -5.687 0.24
```

## Properties
Lowest unoccupied orbital energy: -1.3 eV
Orbital gap: 0.2900 Ha
Net charge: 0
SMILES: C[C@@H](Cl)[C@@H](Cl)[C@]1(CCCF)OC(=O)C(Cl)(Cl)[C@@H]1CCCS.CCOP(=O)(OCC)OCC.CCOP(=O)(OCC)OCC.CCOP(=O)(OCC)OCC

***

6.
The following is a quantum chemistry calculation of C3HO2Y as an isolated structure, from OMol25.

```
7
Properties=species:S:1:pos:R:3:nbo_charge:R:1
C 4.031 -1.651 -3.153 0.09
H 4.852 -1.425 -3.813 0.33
C 3.131 -1.892 -2.380 0.57
O 1.091 -2.308 -0.411 -0.36
C 0.670 -1.519 0.321 1.13
Y -0.287 1.149 2.290 1.99
O 0.456 -0.528 0.910 -0.74
```

## Properties
Lowest unoccupied orbital energy (alpha / beta): -13.5 / -16.4 eV
ΔE to the lowest compared entry with this formula, charge and spin: 0.00 kcal/mol
⟨S²⟩: 1.760
Orbital gap (alpha / beta): 0.4377 / 0.1253 Ha
Net charge: +3
Spin multiplicity: 2

***

| no. | strongest force on any atom (eV/Å) |
| --- | --- |
| 1 | 10.36 |
| 2 | 3.29 |
| 3 | 4.57 |
| 4 | 5.45 |
| 5 | 8.94 |
| 6 | 3.57 |